Record 1
ORCA calculation (the ωB97M-V functional and the def2-TZVPD basis) on C57H44N2OP2SW as an isolated structure.

XYZ file:
```
108
C57H44N2OP2SW the ωB97M-V functional and the def2-TZVPD basis
W 0.598 -0.845 -0.175
O -1.024 -1.494 0.966
S -1.676 -0.091 0.605
C -2.258 0.530 2.117
C -3.528 1.094 2.205
C -4.105 1.384 3.444
C -3.403 1.048 4.580
C -3.780 1.143 6.037
C -2.536 0.631 6.811
C -1.529 0.289 5.739
C -0.247 -0.180 5.812
C 0.493 -0.277 4.618
C -0.029 0.024 3.365
P 1.142 0.254 2.028
C 1.081 2.003 1.526
C 0.303 2.961 2.175
C 0.458 4.307 1.855
C 1.389 4.700 0.903
C 2.170 3.749 0.254
C 2.013 2.411 0.560
C 2.811 0.038 2.666
C 3.470 -1.190 2.538
C 4.760 -1.346 3.023
C 5.388 -0.278 3.650
C 4.720 0.933 3.815
C 3.433 1.099 3.326
C -1.413 0.349 3.260
C -2.091 0.542 4.468
C -2.956 -0.409 -0.484
C -4.128 -0.967 0.034
C -5.221 -1.262 -0.775
C -5.124 -0.971 -2.118
C -6.140 -1.111 -3.218
C -5.403 -0.660 -4.505
C -4.017 -0.294 -4.042
C -2.923 0.155 -4.735
C -1.751 0.409 -4.013
C -1.627 0.245 -2.634
P -0.011 0.753 -2.000
C 0.088 2.510 -2.329
C -0.709 3.318 -1.512
C -0.849 4.662 -1.804
C -0.194 5.201 -2.907
C 0.594 4.396 -3.720
C 0.743 3.043 -3.438
C 1.222 -0.144 -2.978
C 2.510 0.407 -3.127
C 3.471 -0.273 -3.850
C 3.174 -1.519 -4.419
C 1.923 -2.083 -4.249
C 0.943 -1.398 -3.529
C -2.764 -0.184 -1.891
C -3.915 -0.469 -2.648
H -4.100 1.282 1.306
H -5.096 1.818 3.487
H -4.668 0.542 6.240
H -4.045 2.167 6.303
H -2.764 -0.239 7.427
H -2.133 1.384 7.489
H 0.223 -0.424 6.756
H 1.536 -0.554 4.699
H -0.387 2.679 2.959
H -0.131 5.051 2.377
H 1.521 5.751 0.680
H 2.914 4.061 -0.470
H 2.676 1.683 0.102
H 2.950 -2.061 2.143
H 5.264 -2.300 2.936
H 6.396 -0.393 4.029
H 5.205 1.752 4.330
H 2.927 2.047 3.459
H -4.192 -1.185 1.094
H -6.114 -1.694 -0.341
H -7.013 -0.493 -3.004
H -6.507 -2.136 -3.283
H -5.886 0.195 -4.980
H -5.371 -1.446 -5.261
H -2.943 0.311 -5.806
H -0.891 0.759 -4.575
H -1.222 2.901 -0.650
H -1.468 5.293 -1.178
H -0.305 6.253 -3.139
H 1.088 4.817 -4.586
H 1.336 2.432 -4.101
H 2.745 1.374 -2.696
H 4.448 0.170 -4.000
H 3.924 -2.034 -5.009
H 1.692 -3.039 -4.702
H -0.055 -1.813 -3.455
N 2.802 -1.140 -0.504
C 3.138 -2.522 -0.828
C 4.393 -2.931 -1.167
C 4.628 -4.290 -1.475
C 3.604 -5.194 -1.433
C 2.294 -4.772 -1.090
C 1.175 -5.632 -1.061
C -0.074 -5.130 -0.787
C -0.219 -3.777 -0.503
N 0.825 -2.930 -0.478
C 2.080 -3.423 -0.790
H 3.216 -0.527 -1.208
H 3.251 -0.895 0.385
H 5.214 -2.222 -1.202
H 5.627 -4.608 -1.743
H 3.777 -6.237 -1.669
H 1.311 -6.690 -1.261
H -0.949 -5.765 -0.779
H -1.189 -3.367 -0.269
```

Results
ΔE to the lowest compared entry with this formula, charge and spin ... 7.3 kcal per mole
LUMO (spin up / spin down) ... -11.598 / -11.681 eV
Total charge ... +4
Spin multiplicity ... 3
Orbital gap (spin up / spin down) ... 6.107 / 6.020 eV
Highest occupied orbital energy (spin up / spin down) ... -17.705 / -17.701 eV

---

Record 2
ORCA calculation (the ωB97M-V functional and the def2-TZVPD basis) on C57H45LiN2OP2S2 as an isolated structure.

XYZ file:
```
110
C57H45LiN2OP2S2 the ωB97M-V functional and the def2-TZVPD basis
Li 1.916 -0.240 -0.071
O 1.001 0.677 1.826
S -0.208 0.876 0.986
C -1.591 0.552 2.126
C -2.699 1.364 2.151
C -3.728 1.215 3.099
C -3.591 0.247 4.053
C -4.425 -0.111 5.249
C -3.740 -1.361 5.858
C -2.522 -1.587 5.008
C -1.524 -2.520 5.055
C -0.568 -2.533 4.026
C -0.545 -1.621 2.988
P 0.530 -1.948 1.523
C -0.354 -3.400 0.858
C 0.332 -4.143 -0.101
C -0.286 -5.197 -0.740
C -1.597 -5.521 -0.433
C -2.285 -4.787 0.515
C -1.676 -3.714 1.142
C 1.909 -2.788 2.395
C 2.094 -4.166 2.469
C 3.193 -4.687 3.128
C 4.119 -3.848 3.723
C 3.930 -2.477 3.671
C 2.834 -1.953 3.013
C -1.496 -0.565 2.991
C -2.491 -0.626 3.985
C -0.331 2.691 1.005
C -0.411 3.332 2.219
C -0.570 4.723 2.339
C -0.684 5.462 1.194
C -0.956 6.920 0.959
C -0.941 7.089 -0.582
C -0.670 5.713 -1.118
C -0.547 5.235 -2.393
C -0.263 3.873 -2.569
C -0.130 2.975 -1.529
P 0.335 1.216 -1.893
C 1.587 1.626 -3.161
C 2.822 1.965 -2.612
C 3.869 2.353 -3.425
C 3.691 2.405 -4.799
C 2.473 2.053 -5.352
C 1.421 1.666 -4.539
C -1.189 0.830 -2.834
C -2.408 1.305 -2.353
C -3.597 0.949 -2.963
C -3.591 0.089 -4.047
C -2.390 -0.424 -4.506
C -1.197 -0.053 -3.910
C -0.321 3.432 -0.199
C -0.545 4.814 -0.046
H -2.773 2.178 1.443
H -4.577 1.881 3.076
H -4.438 0.717 5.962
H -5.460 -0.315 4.969
H -3.470 -1.202 6.903
H -4.398 -2.233 5.822
H -1.481 -3.267 5.833
H 0.170 -3.322 4.038
H 1.349 -3.866 -0.349
H 0.246 -5.774 -1.480
H -2.085 -6.342 -0.938
H -3.305 -5.045 0.764
H -2.231 -3.123 1.859
H 1.385 -4.839 2.010
H 3.321 -5.759 3.177
H 4.986 -4.267 4.216
H 4.639 -1.819 4.152
H 2.680 -0.884 2.966
H -0.372 2.734 3.117
H -0.632 5.174 3.317
H -1.926 7.200 1.376
H -0.205 7.548 1.442
H -1.900 7.464 -0.947
H -0.173 7.793 -0.907
H -0.646 5.879 -3.255
H -0.141 3.507 -3.578
H 2.945 1.900 -1.537
H 4.826 2.605 -2.990
H 4.503 2.715 -5.442
H 2.336 2.082 -6.424
H 0.475 1.400 -4.986
H -2.428 1.945 -1.480
H -4.529 1.335 -2.577
H -4.518 -0.203 -4.519
H -2.387 -1.123 -5.330
H -0.272 -0.494 -4.253
S 3.355 -1.833 -3.985
C 4.714 -1.152 -3.200
C 4.450 -0.790 -1.915
C 3.114 -1.016 -1.477
C 2.406 -1.586 -2.496
C 1.042 -2.011 -2.474
C 0.545 -2.996 -3.346
C -0.778 -3.358 -3.274
C -1.596 -2.734 -2.339
C -1.024 -1.794 -1.508
N 0.249 -1.439 -1.554
H 5.633 -1.053 -3.750
H 5.213 -0.374 -1.277
H 1.217 -3.471 -4.044
H -1.174 -4.119 -3.930
H -2.640 -2.987 -2.259
H -1.630 -1.264 -0.779
N 3.706 1.045 0.968
H 3.098 1.262 1.744
H 4.312 1.840 0.815
H 4.287 0.266 1.245
```

Results
ΔE to the lowest compared entry with this formula, charge and spin ... 18.7 kcal per mole
LUMO ... 0.120 eV
Total charge ... 0
Orbital gap ... 6.932 eV
Highest occupied orbital energy ... -6.812 eV

---

Record 3
ORCA calculation (the ωB97M-V functional and the def2-TZVPD basis) on C57H46Cl2CrN3O6P2Sb as an isolated structure.

XYZ file:
```
118
C57H46Cl2CrN3O6P2Sb the ωB97M-V functional and the def2-TZVPD basis
Cr -1.082 1.021 1.162
N -1.309 0.458 -2.641
P -1.290 1.666 -1.488
C 0.023 2.827 -1.909
C 0.652 3.517 -0.842
C 1.794 4.276 -1.169
C 2.115 4.683 -2.391
C 1.541 3.926 -3.418
C 0.459 3.098 -3.228
C -2.750 2.667 -1.949
C -3.826 2.064 -2.641
C -5.117 2.634 -2.665
C -5.309 3.870 -2.191
C -4.171 4.528 -1.666
C -2.957 3.916 -1.517
P -0.190 -0.938 -2.351
C -0.982 -2.312 -3.206
C -2.222 -2.620 -2.931
C -2.665 -4.002 -3.525
C -1.891 -4.773 -4.303
C -0.556 -4.323 -4.631
C -0.187 -3.050 -4.122
C 1.227 -0.299 -3.194
C 2.034 0.439 -2.344
C 3.171 1.075 -2.765
C 3.449 1.200 -4.055
C 2.564 0.458 -5.044
C 1.487 -0.162 -4.521
H -1.220 0.614 -3.834
H 0.150 3.146 0.205
H 2.524 4.695 -0.458
H 3.078 5.343 -2.568
H 2.169 4.196 -4.249
H -0.215 2.696 -4.035
H -3.685 0.991 -2.943
H -5.718 2.066 -3.137
H -6.302 4.439 -2.369
H -4.435 5.625 -1.170
H -2.082 4.453 -0.896
H -3.032 -2.132 -2.619
H -3.712 -4.045 -3.364
H -2.257 -5.398 -4.858
H 0.058 -4.644 -5.234
H 0.519 -2.625 -4.651
H 1.833 0.306 -1.016
H 3.568 1.641 -2.228
H 4.005 1.797 -4.715
H 2.741 0.833 -5.961
H 0.754 -0.637 -5.261
N 0.583 0.700 1.202
C 1.655 0.929 2.002
C 2.764 1.528 1.465
C 3.876 1.744 2.359
C 3.844 1.379 3.651
C 2.688 0.856 4.121
C 1.541 0.653 3.352
H 2.748 1.917 0.373
H 4.676 2.374 1.875
H 4.571 1.580 4.377
H 2.618 0.471 5.268
H 0.431 0.428 3.744
C 3.149 -4.625 5.088
C 3.079 -5.405 3.938
C 2.437 -4.924 2.803
C 1.812 -3.697 2.773
C 2.008 -2.900 3.898
C 2.557 -3.363 5.093
Sb 1.003 -2.613 1.069
C 2.759 -2.387 0.085
C 3.832 -1.819 0.741
C 5.078 -1.753 0.165
C 5.240 -2.227 -1.118
C 4.216 -2.904 -1.693
C 2.912 -2.920 -1.173
C 0.345 -4.305 -0.047
C -1.039 -4.410 -0.322
C -1.684 -5.543 -0.771
C -0.821 -6.535 -1.332
C 0.575 -6.450 -1.256
C 1.061 -5.355 -0.584
H 3.595 -5.052 5.908
H 3.513 -6.441 4.005
H 2.506 -5.547 1.987
H 1.453 -1.950 3.786
H 2.401 -2.802 5.932
H 3.650 -1.287 1.721
H 5.949 -1.445 0.755
H 6.233 -2.183 -1.621
H 4.385 -3.294 -2.703
H 2.158 -3.539 -1.720
H -1.807 -3.592 -0.102
H -2.832 -5.527 -0.828
H -1.183 -7.222 -1.737
H 1.220 -7.306 -1.502
H 2.077 -5.386 -0.154
Cl -5.128 -1.027 2.808
C -4.669 -1.566 1.217
Cl -4.128 -3.319 1.096
C -3.531 -0.624 0.613
O -3.526 -0.490 -0.614
O -2.706 -0.186 1.451
H -5.503 -1.405 0.609
O -1.392 1.858 3.238
C -2.055 2.891 2.751
O -2.388 2.716 1.606
C -2.607 3.974 3.546
C -2.540 3.920 5.014
C -2.968 5.033 5.677
C -3.450 6.217 5.102
C -3.428 6.328 3.690
C -2.957 5.178 2.956
N -3.771 7.352 5.776
O -3.397 7.459 7.031
O -4.197 8.409 5.191
H -2.206 2.957 5.398
H -3.072 5.037 6.788
H -3.770 7.211 3.216
H -3.196 5.020 1.871
```

Results
ΔE to the lowest compared entry with this formula, charge and spin ... 324.4 kcal per mole
LUMO (spin up / spin down) ... 3.455 / 3.455 eV
Total charge ... -2
Spin multiplicity ... 5
Orbital gap (spin up / spin down) ... 3.969 / 6.663 eV
Highest occupied orbital energy (spin up / spin down) ... -0.514 / -3.209 eV

---

Record 4
ORCA calculation (the ωB97M-V functional and the def2-TZVPD basis) on C57H48BrN4O4S2Ti as an isolated structure.

XYZ file:
```
117
C57H48BrN4O4S2Ti the ωB97M-V functional and the def2-TZVPD basis
Ti 0.764 -0.271 0.702
C 1.647 1.627 5.898
C 0.963 0.417 5.927
C 0.325 -0.058 4.795
C 0.359 0.685 3.614
C 1.048 1.893 3.583
C 1.686 2.361 4.723
N -0.218 0.180 2.421
N -1.267 -0.593 2.645
C -1.725 -1.230 1.541
C -2.873 -2.034 1.663
C -3.312 -2.733 0.574
C -2.606 -2.643 -0.641
C -1.503 -1.839 -0.699
N -1.071 -1.115 0.356
H 2.143 1.992 6.786
H 0.933 -0.166 6.838
H -0.196 -1.005 4.804
H 1.084 2.477 2.673
H 2.210 3.308 4.689
H -3.371 -2.068 2.619
H -4.195 -3.353 0.643
H -2.913 -3.199 -1.514
H -0.920 -1.742 -1.608
C 3.622 7.849 1.106
C 2.819 6.602 0.883
C 3.332 5.574 0.082
C 2.610 4.423 -0.152
C 1.355 4.289 0.437
C 0.832 5.282 1.250
C 1.568 6.440 1.461
S 0.302 2.906 0.167
O 1.190 1.657 0.323
C 0.034 3.012 -1.591
C 0.971 2.449 -2.486
C 0.740 2.553 -3.823
C -0.429 3.191 -4.317
C -0.690 3.272 -5.706
C -1.843 3.842 -6.162
C -2.791 4.358 -5.253
C -2.563 4.302 -3.908
C -1.371 3.723 -3.408
C -1.115 3.632 -2.008
C -2.086 4.167 -1.010
C -2.183 5.572 -0.796
C -1.391 6.505 -1.517
C -1.482 7.840 -1.255
C -2.368 8.319 -0.264
C -3.143 7.447 0.440
C -3.070 6.052 0.196
C -3.843 5.130 0.943
C -3.728 3.787 0.737
C -2.843 3.314 -0.251
S -2.584 1.527 -0.310
O -3.507 0.957 0.701
C -3.279 1.212 -1.918
C -2.471 0.666 -2.896
C -3.009 0.385 -4.145
C -4.347 0.636 -4.415
C -4.935 0.342 -5.764
C -5.149 1.171 -3.403
C -4.626 1.460 -2.159
H 3.894 8.307 0.154
H 4.548 7.623 1.634
H 3.067 8.579 1.692
H 4.311 5.689 -0.365
H 3.013 3.638 -0.777
H -0.143 5.157 1.706
H 1.159 7.223 2.086
H 1.837 1.929 -2.100
H 1.443 2.131 -4.531
H 0.037 2.868 -6.398
H -2.037 3.899 -7.224
H -3.703 4.800 -5.627
H -3.292 4.696 -3.213
H -0.709 6.149 -2.278
H -0.873 8.540 -1.811
H -2.431 9.381 -0.070
H -3.828 7.805 1.199
H -4.519 5.509 1.699
H -4.279 3.063 1.322
H -1.424 0.469 -2.690
H -2.379 -0.037 -4.917
H -4.196 -0.093 -6.433
H -5.318 1.253 -6.225
H -5.770 -0.354 -5.680
H -6.197 1.360 -3.599
H -5.251 1.861 -1.371
C 5.147 -2.151 -1.614
C 4.806 -0.678 -1.357
C 5.129 0.190 -2.580
C 5.532 -0.162 -0.104
C 3.361 -0.588 -1.106
N 2.225 -0.540 -0.925
H 6.226 -2.232 -1.746
H 4.655 -2.520 -2.512
H 4.847 -2.778 -0.777
H 6.201 0.133 -2.769
H 4.867 1.234 -2.410
H 4.604 -0.165 -3.466
H 6.596 -0.088 -0.328
H 5.400 -0.849 0.732
H 5.171 0.822 0.195
Br 7.401 -3.577 3.136
C 5.821 -2.543 3.086
C 5.725 -1.405 3.876
C 4.564 -0.648 3.836
C 3.511 -1.025 3.015
C 3.620 -2.161 2.223
C 4.781 -2.930 2.261
C 2.543 -2.572 1.265
O 2.719 -3.401 0.406
O 1.431 -1.855 1.356
H 6.548 -1.123 4.517
H 4.473 0.233 4.457
H 2.600 -0.436 3.019
H 4.855 -3.812 1.641
```

Results
ΔE to the lowest compared entry with this formula, charge and spin ... 0.0 kcal per mole
LUMO (spin up / spin down) ... -2.499 / -2.994 eV
Total charge ... +1
Spin multiplicity ... 3
Orbital gap (spin up / spin down) ... 6.454 / 7.547 eV
Highest occupied orbital energy (spin up / spin down) ... -8.953 / -10.541 eV